DFT (wB97M-V/def2-TZVPD) results for a structure of composition C5H10O2 in a non-equilibrium geometry.

Computed properties:
ΔE to the lowest compared entry with this formula, charge and spin: 83.2 kcal per mole
total energy: -346.89277 Ha
LUMO level: 0.9 eV
F_max: 1.654 eV/Å
HOMO-LUMO gap: 10.55 eV

Geometry as XYZ:
```
17
C5H10O2 | the Open Molecules 2025 dataset | wB97M-V/def2-TZVPD
C 1.4538 0.0981 -1.1079
C 0.8077 0.1354 0.7760
O 0.2115 1.3643 0.9336
C -0.8369 1.2306 -0.0233
C -1.5575 -0.0419 0.4371
C -0.3498 -0.9190 0.8729
O -0.0654 -2.0165 0.0496
H 1.8322 1.0980 -1.3987
H 0.9347 -0.2013 -2.0768
H 2.2891 -0.5854 -1.0363
H 1.5851 0.0390 1.5651
H -0.3098 0.9957 -0.9586
H -1.4029 2.1570 -0.0685
H -2.2286 0.1712 1.2761
H -2.1164 -0.5487 -0.3529
H -0.5374 -1.3587 1.8688
H 0.2907 -1.6179 -0.7562
```

---

DFT (wB97M-V/def2-TZVPD) results for an isolated molecule of CH2N2O3S in a non-equilibrium geometry.

Computed properties:
ΔE to the lowest compared entry with this formula, charge and spin: 42.5 kcal per mole
total energy: -772.63908 Ha
LUMO level: 0.3 eV
F_max: 3.297 eV/Å
HOMO-LUMO gap: 9.94 eV

Geometry as XYZ:
```
9
CH2N2O3S | the Open Molecules 2025 dataset | wB97M-V/def2-TZVPD
C 1.8033 0.3654 -0.2797
N -0.2514 -0.8143 -0.1574
N 1.0641 -0.5506 -0.4195
O -0.5464 1.2307 1.0907
O -1.3096 1.2524 -1.2672
O 2.6087 1.1892 -0.1490
S -1.4360 0.4162 -0.0724
H 0.4517 1.3007 1.0269
H -0.3406 -1.8102 -0.2984
```

---

DFT (wB97M-V/def2-TZVPD) results for an isolated molecule of C5H7N.

Computed properties:
ΔE to the lowest compared entry with this formula, charge and spin: 78.6 kcal per mole
total energy: -249.34796 Ha
SMILES: C#CCN1CC1
LUMO level: 1.1 eV
F_max: 0.564 eV/Å
HOMO-LUMO gap: 10.29 eV

Geometry as XYZ:
```
13
C5H7N | the Open Molecules 2025 dataset | wB97M-V/def2-TZVPD
C -1.3891 2.1339 -0.3519
C -1.3192 0.9981 0.0439
C -1.0718 -0.3651 0.5387
N 0.3426 -0.7067 0.7338
C 1.3686 0.0734 0.0667
C 1.0634 -1.3089 -0.3743
H -1.4106 3.1425 -0.6982
H -1.5791 -0.4761 1.5008
H -1.5493 -1.0816 -0.1388
H 2.2442 0.2811 0.6804
H 1.0350 0.8795 -0.5765
H 1.7261 -2.1266 -0.1008
H 0.5393 -1.4435 -1.3237
```

---

DFT (wB97M-V/def2-TZVPD) results for a cluster of 2 separate species, H4O2Si in total in a non-equilibrium geometry.

Computed properties:
ΔE to the lowest compared entry with this formula, charge and spin: 164.4 kcal per mole
total energy: -442.17046 Ha
LUMO level: -0.7 eV
F_max: 4.323 eV/Å
HOMO-LUMO gap: 7.51 eV

Geometry as XYZ:
```
7
H4O2Si | the Open Molecules 2025 dataset | wB97M-V/def2-TZVPD
O 1.9536 -0.4413 -0.1289
O 1.1124 0.6564 0.0940
Si -1.2820 0.0652 -0.0939
H 2.6886 -0.2090 0.4541
H -1.5147 0.2095 -1.5193
H -1.8438 1.0262 0.8304
H -1.1142 -1.3069 0.3636
```

---

DFT (wB97M-V/def2-TZVPD) results for an isolated molecule of C3H5N5 in a non-equilibrium geometry.

Computed properties:
ΔE to the lowest compared entry with this formula, charge and spin: 98.1 kcal per mole
total energy: -390.96200 Ha
SMILES: [H]/N=c1\nncc(N)[nH]1
LUMO level: -0.4 eV
F_max: 5.495 eV/Å
HOMO-LUMO gap: 7.83 eV

Geometry as XYZ:
```
13
C3H5N5 | the Open Molecules 2025 dataset | wB97M-V/def2-TZVPD
H 3.0297 -0.0749 -0.9735
N 2.5602 0.6662 -0.3550
C 1.4140 0.0017 -0.3385
N 1.2492 -1.0301 -1.2976
N 0.0941 -1.6475 -1.3272
C -1.0160 -0.8521 -0.7932
C -0.8148 0.0935 0.3071
N -1.6931 0.7117 1.0533
N 0.5370 0.1741 0.7187
H -2.1649 -0.8078 -1.0241
H -2.6001 0.3501 0.9696
H -1.4948 1.2014 2.0401
H 0.8996 1.2139 1.0203
```

---

DFT (wB97M-V/def2-TZVPD) results for a cluster of 8 separate species, C25H62N3O7S8 in total in a non-equilibrium geometry.

Computed properties:
total energy: -4865.74085 Ha
LUMO level: -3.5 eV
F_max: 3.025 eV/Å
HOMO-LUMO gap: 6.54 eV
total charge: +1

Geometry as XYZ:
```
105
C25H62N3O7S8 | the Open Molecules 2025 dataset | wB97M-V/def2-TZVPD
C -1.0140 0.4126 5.8550
C -0.3938 1.2034 4.6397
C 0.5594 0.2991 3.7475
C 1.3030 1.0826 2.6164
C -0.2485 -0.9395 3.2505
C -1.6869 -0.8395 2.9177
C -2.4196 -2.0473 2.4983
S -4.2048 -1.9033 2.1436
C -1.7197 -3.3045 2.4142
N -2.4644 -4.4690 2.0324
N -0.3769 -3.3466 2.7096
C 0.3714 -2.2678 3.1163
C 1.8790 -2.4651 3.4341
N 2.1359 -3.3514 4.5883
C 2.0631 -2.5215 5.8328
H -1.6617 -0.4482 5.5541
H -0.1960 0.0008 6.5085
H -1.6538 1.1264 6.4308
H 0.2646 2.0239 5.0369
H -1.1730 1.6551 3.9725
H 1.3463 -0.0893 4.4480
H 2.0543 0.4320 2.0539
H 0.6310 1.5361 1.8475
H 1.9216 1.8975 3.0832
H -2.1914 0.1504 2.9990
H -4.5385 -0.6099 2.4949
H -1.9554 -5.0301 1.3434
H -2.6341 -5.0843 2.8347
H 0.0868 -4.2558 2.6502
H 2.4109 -1.4736 3.5076
H 2.3370 -2.9671 2.5298
H 3.1257 -3.6058 4.5103
H 2.5652 -1.5217 5.7076
H 0.9838 -2.3683 6.1128
H 2.5996 -3.0460 6.6638
C -7.3748 -0.9996 -2.3645
S -6.4136 -0.8016 -0.8546
O -5.9117 0.6053 -0.8224
C -5.0477 -1.8512 -1.3722
H -8.2748 -0.3912 -2.2814
H -6.7890 -0.6680 -3.2227
H -7.6551 -2.0471 -2.4817
H -4.6108 -1.4681 -2.2932
H -5.4092 -2.8692 -1.5228
H -4.2942 -1.8489 -0.5870
C -1.3287 -2.0688 -2.7664
S -2.4071 -2.0407 -4.2106
O -3.1568 -3.3321 -4.2314
C -1.0883 -2.1601 -5.4315
H -1.9519 -2.0403 -1.8718
H -0.7327 -2.9837 -2.7655
H -0.6769 -1.1957 -2.7790
H -0.5066 -3.0676 -5.2617
H -0.4451 -1.2816 -5.3582
H -1.5376 -2.1972 -6.4259
C -2.8921 2.5189 -1.0312
S -1.2118 1.8822 -1.1675
O -1.1459 1.0492 -2.4004
C -1.3364 0.7479 0.2362
H -3.0579 3.2260 -1.8432
H -3.6103 1.6997 -1.1100
H -3.0094 3.0314 -0.0752
H -2.1557 0.0437 0.0732
H -1.5068 1.3191 1.1493
H -0.3982 0.1996 0.3223
C 6.3355 -0.1381 -0.0735
S 4.7285 0.6224 0.2213
O 3.8752 -0.3829 0.9379
C 4.2112 0.6389 -1.5024
H 6.8301 -0.2811 0.8867
H 6.2058 -1.1046 -0.5629
H 6.9396 0.5216 -0.6972
H 4.2151 -0.3773 -1.9004
H 4.8872 1.2715 -2.0765
H 3.2025 1.0466 -1.5548
C 5.9640 3.9943 -3.1073
S 5.3088 4.8575 -1.6665
O 4.5268 3.8675 -0.8695
C 4.1276 5.8669 -2.5789
H 6.7057 3.2716 -2.7676
H 5.1581 3.4727 -3.6262
H 6.4393 4.7125 -3.7763
H 3.4395 5.2252 -3.1310
H 4.6643 6.5226 -3.2657
H 3.5681 6.4706 -1.8654
C -4.2660 -1.8062 -10.3554
S -3.5333 -1.1930 -8.8280
O -2.5297 -2.2003 -8.3766
C -5.0082 -1.4125 -7.8156
H -3.5018 -1.7957 -11.1317
H -4.6245 -2.8263 -10.2116
H -5.0901 -1.1551 -10.6497
H -5.3188 -2.4579 -7.8342
H -5.8076 -0.7749 -8.1957
H -4.7694 -1.1227 -6.7924
C 3.3126 4.2801 5.6446
S 3.4404 2.6009 5.0054
O 2.6447 1.7154 5.9083
C 5.1782 2.3770 5.4232
H 2.2840 4.6179 5.5216
H 3.5763 4.2954 6.7029
H 3.9784 4.9345 5.0808
H 5.3225 2.5144 6.4956
H 5.7806 3.0959 4.8668
H 5.4718 1.3657 5.1436
```